Record 1
70
Properties=species:S:1:pos:R:3:lowdin_charge:R:1 method="wB97M-V/def2-TZVPD" total_energy_ha=-8213.38994 homo_ev=-7.71
W 0.285 -0.048 -0.256 1.2579
Te 0.369 2.311 -1.836 1.2208
Br 4.507 0.242 1.931 0.8445
Br 0.806 -2.589 0.219 0.2511
S -0.003 2.530 0.877 0.5671
S 2.244 3.132 4.079 0.6196
Si 2.020 -2.256 -4.515 0.3941
O 3.232 2.336 4.740 -0.2696
O -0.073 -0.203 1.666 -0.3589
O -4.913 -2.155 -0.285 0.0988
O 2.379 4.555 4.027 -0.2755
O 1.858 0.336 0.693 -0.3933
N 2.113 2.543 2.519 -0.0288
N -1.741 0.348 -0.414 -0.1807
C 1.249 -0.686 -2.010 -0.4254
C -1.865 1.678 5.005 -0.0559
C 1.911 -0.516 2.999 -0.1821
C 1.188 0.287 1.958 -0.6570
C 0.501 -3.248 -4.900 -0.1767
C -2.887 0.847 0.080 -0.0950
C -3.433 1.610 -4.778 -0.0770
C 1.124 -1.200 3.925 -0.0146
C 3.288 -0.582 3.126 -0.5778
C 1.688 -1.923 4.962 -0.0617
C -3.987 0.038 0.113 0.0378
C 3.069 -1.981 5.075 -0.0694
C 0.925 1.809 2.357 -0.6792
C 1.600 -1.272 -3.023 -0.1854
C 3.862 -1.319 4.153 -0.1226
C -3.298 2.792 -4.060 -0.0802
C -1.602 -0.903 -0.797 -0.3164
C 3.446 -3.357 -4.095 -0.1783
C -2.660 -1.791 -0.773 0.0166
C -1.238 1.423 3.795 -0.0261
C 0.643 2.653 4.589 -0.2215
C -3.873 -1.302 -0.327 -0.2811
C -2.481 0.607 -4.656 -0.0712
C 0.034 2.934 5.800 -0.0221
C -1.240 2.429 6.001 -0.0618
C -1.258 1.957 -3.099 -0.5978
C -2.207 2.969 -3.219 -0.1560
C 0.045 1.915 3.595 -0.2097
C 2.424 -1.109 -5.910 -0.1851
C -1.390 0.770 -3.811 -0.1373
H -2.585 -0.312 -5.218 0.1058
H 0.532 3.526 6.555 0.1246
H 1.589 -0.432 -6.103 0.0281
H 0.656 -3.855 -5.795 0.0354
H -4.036 3.577 -4.157 0.1058
H -0.654 -0.022 -3.701 0.0678
H -2.550 -2.829 -1.051 0.1254
H 3.302 -0.503 -5.680 0.0353
H -1.729 0.854 3.018 0.1057
H -1.755 2.626 6.932 0.1066
H 1.056 -2.444 5.667 0.1037
H 2.627 -1.669 -6.825 0.0343
H 0.050 -1.174 3.807 0.1166
H -2.103 3.894 -2.665 0.0935
H 4.344 -2.776 -3.881 0.0370
H 3.200 -3.935 -3.202 0.0380
H -4.280 1.473 -5.436 0.1052
H -4.923 0.426 0.494 0.1243
H -5.696 -1.725 0.082 0.1204
H -0.364 -2.604 -5.073 0.0219
H 3.673 -4.051 -4.907 0.0346
H 3.535 -2.547 5.871 0.1055
H -2.862 1.294 5.178 0.1046
H 0.266 -3.915 -4.069 0.0376
H -2.896 1.874 0.419 0.1091
H 4.940 -1.361 4.222 0.0959

Record 2
21
Properties=species:S:1:pos:R:3:lowdin_charge:R:1 method="wB97M-V/def2-TZVPD" total_energy_ha=-416.37873 homo_ev=-7.69
N -0.979 -0.304 -0.278 -0.2452
N 2.440 -1.567 -0.458 0.1273
N -0.101 1.746 -0.082 0.0162
N 2.251 0.665 0.087 -0.0063
C 0.200 -1.054 0.586 -0.0430
C 1.626 -0.643 -0.117 -0.3642
C 1.347 1.867 0.124 -0.1329
C -2.172 -0.751 0.304 -0.3010
C -3.592 0.228 -0.197 -0.0886
H 0.109 -0.497 1.666 0.1569
H 3.362 0.744 0.295 0.1906
H -3.369 1.390 -0.028 0.0657
H -2.359 -1.875 0.224 0.1043
H 1.863 -2.307 -0.490 -0.0218
H -4.393 -0.059 0.433 -0.0230
H 1.881 2.661 0.356 0.0148
H -3.866 0.093 -1.648 0.1598
H -0.315 0.816 -0.666 -0.0682
H -2.015 -0.324 1.440 0.1476
H 0.183 -2.044 0.851 0.0564
H -0.806 -0.266 -1.520 0.2547

Record 3
84
Properties=species:S:1:pos:R:3:mulliken_spin:R:1 method="wB97M-V/def2-TZVPD" charge=+2 multiplicity=5 total_energy_ha=-2133.22410 homo_ev="-13.21 / -13.21"
Os 0.375 -0.840 1.081 2.3240
P -0.866 -0.456 -0.898 0.0795
P 1.704 0.893 0.174 0.0291
O -1.549 3.806 2.592 0.8265
O -0.621 1.742 2.907 -0.0072
C -1.585 -3.430 1.282 0.0295
C 3.068 0.055 -0.694 0.0257
C -1.065 1.436 -6.356 -0.0001
C -1.506 3.103 7.602 0.0182
C -1.523 4.231 5.436 0.0096
C -0.838 -1.657 -6.587 0.0001
C -1.672 -1.291 3.602 -0.0587
C 2.284 2.085 1.368 0.0073
C 3.261 -1.852 2.224 0.0038
C -0.452 -1.687 2.836 0.3089
C -0.111 0.866 -1.964 -0.0032
C 0.886 -1.251 3.103 0.2484
C 1.310 -0.371 4.233 -0.0166
C -0.407 -2.644 1.765 -0.1837
C -1.769 -0.908 -5.676 0.0002
C 0.965 -2.801 1.370 0.2832
C 0.752 1.816 -1.128 0.0459
C -1.882 0.422 -5.596 0.0002
C -2.495 0.181 -0.456 0.0059
C 1.511 -3.820 0.428 -0.0196
C -1.333 2.985 4.787 0.0435
C -1.250 1.821 5.560 0.0110
C -1.166 2.839 3.280 0.0180
C -0.945 -1.970 -1.870 0.0077
C 1.287 -0.445 -5.746 0.0003
C 0.516 -0.972 -6.929 -0.0001
C 0.253 1.865 -5.647 0.0001
C 1.160 0.763 -5.183 -0.0004
C -1.604 4.283 6.841 -0.0138
C -1.322 1.878 6.943 0.0135
C 1.763 -1.926 2.187 -0.1016
H 0.794 2.538 -6.335 0.0000
H 0.728 -4.185 -0.239 0.0014
H -1.226 -1.757 -2.909 0.0151
H 2.920 1.574 2.099 0.0010
H -1.520 -1.405 4.684 0.0046
H 1.834 1.030 -4.360 0.0001
H 1.476 2.365 -1.754 0.0003
H 0.479 0.394 -2.768 0.0193
H -1.596 5.143 4.829 -0.0023
H 0.805 0.592 4.145 -0.0060
H 0.031 -2.469 -1.868 -0.0035
H 1.144 -1.765 -7.372 0.0000
H 2.857 2.890 0.888 0.0059
H -2.395 1.103 0.133 -0.0189
H 3.598 -0.810 2.337 -0.0009
H 0.130 2.558 -0.598 -0.0008
H 0.367 -0.224 -7.723 0.0000
H -1.893 -4.158 2.046 0.0028
H -0.025 2.480 -4.776 -0.0003
H 2.341 -3.399 -0.148 0.0004
H -1.241 0.936 7.475 0.0019
H -2.442 -2.771 1.085 -0.0095
H -0.856 1.146 -7.397 0.0000
H -2.667 0.854 -4.955 0.0000
H 1.898 -4.668 1.005 0.0091
H 2.712 -0.869 -1.166 -0.0139
H -1.342 -1.884 -7.544 0.0000
H -3.098 0.355 -1.358 0.0118
H -1.877 -0.230 3.418 0.0287
H -2.996 -0.566 0.169 0.0033
H -1.682 2.349 -6.414 0.0000
H 3.647 -2.431 3.077 0.0012
H -0.935 1.407 -2.458 -0.0011
H -2.532 -1.878 3.274 0.0011
H 2.048 -1.136 -5.351 0.0000
H -1.092 0.868 5.056 0.0035
H 3.854 -0.212 0.021 0.0029
H 1.038 -0.800 5.207 0.0080
H 2.384 -0.198 4.185 0.0016
H -1.570 3.112 8.691 0.0004
H 3.490 0.710 -1.466 0.0030
H -0.609 -2.630 -6.126 0.0000
H -1.677 -2.653 -1.429 0.0031
H 3.685 -2.274 1.306 -0.0002
H -1.324 -3.972 0.372 0.0017
H -1.741 5.242 7.347 0.0005
H 1.411 2.485 1.900 -0.0106
H -2.468 -1.535 -5.108 -0.0001

Record 4
15
Properties=species:S:1:pos:R:3:lowdin_charge:R:1 method="wB97M-V/def2-TZVPD" total_energy_ha=-736.81283 homo_ev=-9.75
P -1.420 -1.705 -0.367 0.9002
O -2.226 -1.755 0.845 -0.4578
N 2.967 -0.222 -0.356 -0.0033
N 2.580 -0.903 0.739 0.0002
N 0.809 -0.139 -0.263 -0.0329
C 1.283 -0.853 0.790 -0.2605
C -1.519 1.128 0.352 -0.1286
C -1.003 0.119 -0.609 -0.3361
C 1.906 0.226 -0.957 -0.2204
H -0.922 0.448 -1.639 0.0822
H 1.896 0.805 -1.856 0.1084
H -1.497 0.743 1.369 0.0737
H -0.965 2.063 0.302 0.0838
H 0.670 -1.287 1.555 0.1019
H -2.559 1.333 0.094 0.0892

Record 5
10
Properties=species:S:1:pos:R:3:lowdin_charge:R:1 method="wB97M-V/def2-TZVPD" charge=+1 total_energy_ha=-586.57751 homo_ev=-13.61
S 2.004 -0.267 1.732 0.8611
N -0.951 -1.266 0.491 0.2492
N -0.498 0.964 -0.529 0.2473
C -0.093 -0.489 0.146 -0.4170
C 1.345 -0.616 0.299 -0.6015
H -1.951 -1.169 0.427 0.1100
H -0.947 0.803 -1.435 0.1602
H 0.330 1.557 -0.661 0.1531
H 1.924 -0.970 -0.548 0.0744
H -1.164 1.453 0.080 0.1631

Record 6
14
Properties=species:S:1:pos:R:3:lowdin_charge:R:1 method="wB97M-V/def2-TZVPD" total_energy_ha=-357.95050 homo_ev=-8.60
O -1.879 -0.996 0.737 -0.0114
N -2.037 1.104 0.193 0.0808
N 1.678 -0.377 -0.776 0.0401
N 0.451 -2.256 0.204 0.0871
C -1.223 0.053 0.271 -0.2536
C 1.789 1.035 -0.517 -0.1176
C 1.028 -1.229 -0.213 -0.3169
H 2.095 1.546 -1.433 0.0719
H -1.669 1.962 -0.183 0.0813
H 0.820 1.417 -0.176 0.0401
H -3.021 1.071 0.440 0.1016
H 2.541 1.232 0.254 0.0798
H -1.215 -1.730 0.697 0.0399
H 1.039 -2.891 0.730 0.0770

Record 7
24
Properties=species:S:1:pos:R:3:lowdin_charge:R:1 method="wB97M-V/def2-TZVPD" smiles="O=c1cc[nH]c(=O)[nH]1.O=c1cc[nH]c(=O)[nH]1" total_energy_ha=-829.58671 homo_ev=-9.11
O 2.374 -2.172 -0.145 -0.0167
O -3.931 0.654 -1.747 0.0783
O 0.779 1.867 1.304 0.0299
O -0.190 -1.554 -0.428 0.0856
N 2.563 1.724 -0.247 0.0740
N -1.798 -0.056 -0.960 0.1764
N -3.721 0.218 0.479 0.0899
N 1.564 -0.225 0.517 0.1691
C -3.187 0.339 -0.853 -0.4597
C -1.700 -0.837 1.305 0.0309
C 2.590 -0.907 0.065 -0.4795
C 3.610 0.914 -0.741 -0.1203
C -1.069 -0.872 -0.016 -0.4929
C 3.791 -0.358 -0.464 -0.0213
C 1.544 1.219 0.547 -0.4296
C -2.925 -0.141 1.484 -0.0761
H -3.433 -0.100 2.426 0.1188
H -1.084 -1.107 2.108 0.0854
H -4.682 0.694 0.528 0.2018
H -1.533 -0.068 -2.031 0.2076
H 2.291 2.819 -0.695 0.2740
H 4.764 -1.133 -0.380 0.2051
H 0.955 -0.781 1.078 0.1304
H 4.298 1.552 -1.387 0.1391

Record 8
21
Properties=species:S:1:pos:R:3:lowdin_charge:R:1 method="wB97M-V/def2-TZVPD" smiles="CC(N)=O.CC(C)O" total_energy_ha=-403.54156 homo_ev=-9.83
O -0.407 -3.405 -0.318 0.0098
O 0.228 2.676 -0.253 -0.0758
N 0.156 -1.962 -2.024 0.1270
C -0.258 1.814 0.763 -0.4949
C -1.580 2.341 1.458 -0.0558
C 0.379 -2.542 -0.765 -0.5606
C -0.520 0.482 0.088 -0.0849
C 1.712 -2.144 -0.184 -0.0297
H -2.414 2.334 0.746 0.0738
H 2.194 -3.052 0.161 0.0827
H -0.577 -2.362 -2.587 0.0995
H 0.437 0.119 -0.254 0.0370
H -1.235 0.516 -0.733 0.0870
H 0.740 3.467 0.113 0.1277
H 2.323 -1.517 -0.877 0.0913
H 0.516 1.651 1.543 0.1353
H -1.893 1.718 2.303 0.0710
H 0.994 -1.709 -2.537 0.0907
H 1.500 -1.540 0.727 0.0858
H -1.377 3.380 1.797 0.0743
H -0.920 -0.267 0.831 0.1090

Record 9
189
Properties=species:S:1:pos:R:3:lowdin_charge:R:1 method="wB97M-V/def2-TZVPD" total_energy_ha=-5095.24547 homo_ev=-8.34
S 14.733 5.272 -28.414 0.6650
S 15.103 3.706 -26.582 0.5147
F 15.360 1.019 -26.702 0.1569
F 16.861 6.218 -30.000 0.1525
F 16.472 7.399 -28.240 0.1186
F 17.384 5.457 -27.998 0.0891
F 15.877 1.874 -24.884 0.1381
F 17.299 2.023 -26.539 0.0975
O 9.249 9.848 -22.330 -0.0118
O 12.676 1.462 -18.185 0.0866
O 15.415 9.182 -22.765 -0.0173
O 7.339 5.072 -21.210 0.0027
O 13.775 3.596 -26.023 -0.3307
O 11.473 6.642 -23.545 -0.1954
O 13.973 5.404 -29.621 -0.3262
O 16.022 4.630 -25.947 -0.3248
O 10.212 8.771 -26.956 -0.0003
O 14.038 6.022 -27.351 -0.3499
O 7.955 4.060 -17.100 0.0322
O 10.831 -0.446 -20.743 0.0371
O 12.794 12.887 -25.007 0.0347
N 15.130 3.571 -28.167 -0.2498
N 10.527 6.574 -26.863 0.2020
N 5.181 7.534 -25.873 -0.1890
N 17.565 9.672 -22.857 0.1656
N 9.085 -1.572 -21.460 0.1973
N 4.461 0.035 -20.782 -0.2334
N 7.082 5.993 -19.131 0.1796
N 10.696 3.694 -22.929 -0.1916
N 16.318 4.496 -19.754 -0.1546
N 8.098 11.528 -22.898 0.1521
N 11.178 11.410 -25.690 0.1727
C 12.225 7.862 -23.626 -0.0504
C 10.262 4.115 -17.782 -0.0865
C 17.507 5.339 -19.529 -0.3071
C 16.083 4.943 -22.258 -0.0514
C 12.531 4.308 -18.482 -0.0209
C 8.205 9.700 -24.572 0.0037
C 15.397 4.868 -20.851 -0.2317
C 6.669 5.736 -25.043 -0.0899
C 16.483 6.152 -28.732 -0.6006
C 10.188 5.056 -22.340 -0.0306
C 10.734 7.737 -27.377 -0.6078
C 12.693 2.059 -22.804 -0.0351
C 15.972 2.030 -26.169 -0.6925
C 15.774 2.066 -19.977 -0.0707
C 4.529 9.421 -24.350 -0.0817
C 5.243 6.302 -25.035 -0.2110
C 7.261 7.359 -21.152 0.0008
C 12.462 11.819 -25.496 -0.6062
C 9.686 2.575 -22.568 -0.1313
C 16.911 3.105 -19.865 -0.2343
C 5.590 0.922 -20.783 -0.2485
C 9.054 -0.806 -17.638 -0.0445
C 7.220 6.039 -20.477 -0.5905
C 8.535 10.333 -23.216 -0.5997
C 11.455 3.474 -18.106 -0.0791
C 11.284 -2.650 -21.463 0.0065
C 9.014 1.957 -17.484 -0.0963
C 7.877 1.244 -17.244 -0.0042
C 10.289 -0.124 -17.901 0.0029
C 4.108 8.517 -25.555 -0.2202
C 11.558 2.004 -18.032 -0.2419
C 3.365 -1.991 -19.801 -0.0753
C 2.778 0.253 -22.630 -0.0771
C 17.176 6.774 -19.360 -0.0951
C 13.491 10.967 -26.072 -0.0198
C 16.494 9.119 -23.394 -0.6127
C 11.228 6.254 -18.428 -0.0280
C 3.200 0.698 -21.223 -0.2282
C 12.455 5.632 -18.653 -0.0681
C 11.205 6.265 -22.250 -0.2083
C 5.951 1.532 -22.168 -0.0414
C 9.513 2.239 -21.057 -0.0452
C 10.678 3.731 -24.462 0.0257
C 12.136 3.432 -22.422 -0.1289
C 7.899 -0.141 -17.338 -0.0735
C 10.249 1.241 -17.782 -0.0602
C 3.848 6.714 -27.859 -0.0824
C 8.996 3.405 -17.406 -0.2355
C 10.179 5.483 -17.948 -0.0135
C 16.641 8.219 -24.543 0.0063
C 4.213 -0.697 -19.568 -0.2679
C 5.154 7.314 -27.286 -0.2871
C 10.330 -1.448 -21.163 -0.6294
C 11.494 7.636 -28.647 -0.0068
H 6.889 5.156 -18.599 0.0858
H 2.945 -0.807 -22.823 0.0689
H 17.496 2.981 -18.954 0.1063
H 18.341 5.154 -20.205 0.1097
H 13.528 3.894 -18.504 0.1085
H 4.541 5.590 -25.470 0.0968
H 12.106 6.091 -21.662 0.1131
H 9.133 9.259 -24.937 0.0500
H 7.003 7.283 -22.208 0.0729
H 16.536 7.189 -24.199 0.0802
H 16.246 6.941 -18.817 0.0759
H 3.686 5.797 -27.292 0.0602
H 13.717 10.059 -25.514 0.0673
H 8.533 -0.748 -21.269 0.0949
H 8.596 -2.376 -21.828 0.1282
H 6.498 7.951 -20.647 0.0900
H 10.895 10.724 -26.375 0.0630
H 7.484 8.908 -24.370 0.0571
H 11.003 -3.584 -20.977 0.0679
H 7.041 6.818 -18.550 0.1138
H 8.876 1.364 -20.926 0.0565
H 13.165 7.899 -23.076 0.0760
H 14.870 5.777 -20.562 0.0880
H 10.440 2.009 -20.531 0.0595
H 2.330 -1.825 -20.102 0.0643
H 12.011 1.246 -22.555 0.0632
H 10.633 7.076 -21.799 0.1200
H 17.563 8.408 -25.092 0.0835
H 3.736 -2.597 -20.628 0.0668
H 11.658 8.711 -23.245 0.0806
H 5.011 1.641 -22.710 0.0426
H 3.931 6.411 -28.903 0.0699
H 10.801 5.695 -27.280 0.1249
H 17.611 2.977 -20.691 0.1068
H 16.273 3.943 -22.648 0.0677
H 11.472 4.414 -24.763 0.0917
H 6.985 1.739 -16.888 0.1257
H 17.050 5.445 -22.304 0.0696
H 6.253 2.578 -22.218 0.0607
H 3.060 7.468 -27.856 0.0645
H 9.012 -1.883 -17.708 0.1064
H 3.694 -0.100 -18.817 0.1094
H 11.188 -0.702 -18.055 0.1226
H 10.440 11.774 -25.103 0.0916
H 5.893 6.598 -27.646 0.1048
H 14.473 11.434 -26.143 0.0888
H 8.754 12.027 -22.314 0.1225
H 3.271 0.802 -23.432 0.0593
H 3.502 -2.576 -18.892 0.0660
H 9.679 4.043 -24.765 0.0954
H 11.875 6.632 -28.832 0.0492
H 12.432 8.186 -28.568 0.0868
H 12.989 1.941 -23.846 0.0724
H 8.710 2.830 -22.982 0.1119
H 6.377 0.423 -20.218 0.0888
H 7.400 12.017 -23.440 0.1067
H 10.839 2.718 -24.831 0.1042
H 4.034 9.187 -26.412 0.1112
H 18.446 9.642 -23.351 0.1064
H 3.567 9.888 -24.140 0.0648
H 3.379 1.766 -21.098 0.1112
H 3.169 8.063 -25.239 0.1156
H 4.579 8.756 -23.488 0.0495
H 7.335 6.588 -24.913 0.0586
H 10.049 6.533 -25.974 0.1048
H 17.950 7.402 -18.919 0.0767
H 7.020 -0.768 -17.323 0.1008
H 6.549 0.801 -22.712 0.0726
H 5.390 10.072 -24.204 0.0500
H 11.119 7.852 -29.647 0.0940
H 13.654 1.823 -22.346 0.0716
H 12.272 -2.479 -21.036 0.0782
H 9.230 5.334 -22.778 0.1159
H 12.201 3.524 -21.338 0.1109
H 10.007 4.823 -21.291 0.1037
H 16.242 1.089 -19.855 0.0781
H 5.436 8.214 -27.832 0.1135
H 18.031 5.034 -18.623 0.1067
H 14.637 4.096 -20.975 0.0710
H 8.049 10.472 -25.326 0.0868
H 12.368 8.108 -24.679 0.0824
H 2.455 0.502 -20.452 0.1034
H 15.891 8.475 -25.291 0.0847
H 17.043 7.193 -20.358 0.0612
H 11.162 7.318 -18.600 0.1143
H 5.152 -1.014 -19.115 0.0949
H 8.285 7.731 -21.126 0.0742
H 9.254 5.999 -17.739 0.0993
H 8.996 3.029 -20.512 0.0632
H 13.244 10.575 -27.058 0.0831
H 15.017 2.327 -19.237 0.0542
H 17.521 10.216 -22.007 0.1187
H 9.928 1.654 -23.099 0.1153
H 11.384 -2.887 -22.522 0.0756
H 6.914 5.129 -25.915 0.0674
H 12.794 4.207 -22.814 0.1222
H 15.377 5.522 -22.852 0.0652
H 5.159 1.581 -20.029 0.1086
H 1.690 0.236 -22.690 0.0669
H 6.893 5.076 -24.206 0.0485
H 5.048 6.570 -23.996 0.1039
H 13.377 6.114 -18.945 0.1043
H 15.327 2.143 -20.968 0.0385

Record 10
13
Properties=species:S:1:pos:R:3:mulliken_spin:R:1 method="wB97M-V/def2-TZVPD" charge=+1 multiplicity=3 total_energy_ha=-716.92100 homo_ev="-10.61 / -13.75"
S -2.707 0.069 0.320 0.5114
O -1.757 1.848 0.364 0.7317
N -0.386 1.582 0.305 0.0781
N -1.235 -0.659 0.791 0.0654
N -2.901 -0.810 -0.856 0.5047
C 0.029 0.359 0.455 0.0871
C 1.250 -0.154 0.068 0.0081
H 1.911 0.751 0.060 0.0014
H 0.224 2.426 0.358 0.0046
H 1.645 -1.036 0.693 0.0094
H -1.078 -1.541 0.239 0.0045
H -3.701 -0.799 -1.466 -0.0153
H 1.137 -0.644 -0.974 0.0090